[1]
{"formula": "C2H4ClNS", "method": "wB97M-V/def2-TZVPD", "elements": ["C", "C", "H", "H", "H", "H", "N", "S", "Cl"], "xyz": [[0.0442, 1.1354, 0.0123], [-0.6263, -0.1655, 0.1822], [3.3886, -0.1694, -1.0517], [-0.4229, 2.2352, -0.3782], [0.1271, -0.7120, -0.5539], [-0.3532, -0.4846, 1.2001], [1.3462, 1.0433, 0.1027], [2.0255, -0.6068, 0.0134], [-2.4164, -0.2519, -0.0774]], "forces_ev_per_angstrom": [[1.5, 2.3, -0.7], [0.1, 0.0, -0.8], [-3.0, -0.8, 2.6], [1.2, -3.2, 1.6], [-2.5, -0.3, 0.8], [-0.6, -0.3, -0.4], [-0.9, -0.1, -1.3], [3.1, 2.5, -1.9], [1.2, -0.1, 0.0]], "nbo_charge": [0.0861, -0.4918, 0.1640, 0.2359, 0.2607, 0.2366, -0.5624, 0.1147, -0.0438], "e_tot_ev": -26982.825, "relative_energy_kcal_mol": 87.6, "orbital_gap_ev": 9.13}


[2]
{"formula": "C2H4ClO2", "method": "wB97M-V/def2-TZVPD", "elements": ["O", "O", "C", "C", "H", "H", "H", "H", "Cl"], "xyz": [[-0.8853, 1.9158, -0.2743], [-1.5024, -0.2207, -0.2748], [-0.5620, 0.7626, -0.1492], [0.8372, 0.2794, 0.1446], [-1.0681, -1.1072, -0.1432], [1.1989, -0.3785, -0.6635], [0.8633, -0.2820, 1.0936], [1.5192, 1.1423, 0.2274], [-0.4009, -2.1118, 0.0394]], "forces_ev_per_angstrom": [[0.4, 1.4, 0.0], [-2.2, 9.4, -0.9], [-2.5, -2.5, -0.3], [1.2, 0.8, 0.2], [-2.8, 3.4, -0.7], [-0.2, 0.3, 0.5], [0.0, 0.2, -0.6], [-0.4, -0.1, -0.1], [6.5, -13.0, 2.0]], "nbo_charge": [-0.6666, -0.6987, 0.7723, -0.7518, 0.2807, 0.2427, 0.2427, 0.1944, -0.6158], "e_tot_ev": -18756.237, "orbital_gap_ev": 8.33, "charge": -1}


[3]
{"formula": "C2H4ClOP", "method": "wB97M-V/def2-TZVPD", "elements": ["C", "C", "O", "P", "Cl", "H", "H", "H", "H"], "xyz": [[-1.1836, 0.3073, 0.8629], [0.7288, -0.7461, -0.8703], [-1.0247, -2.4993, 0.4586], [-0.4928, -1.1619, 0.3079], [-0.0396, -1.3774, -2.4890], [-2.0085, 0.4019, 1.5349], [-0.3896, 1.1291, 0.8816], [1.6955, -1.3079, -0.7328], [0.7589, 0.3255, -0.9836]], "forces_ev_per_angstrom": [[3.2, -1.0, -0.8], [0.9, -1.6, -2.1], [0.0, -1.4, -0.1], [-2.6, 3.6, 2.1], [0.8, 0.5, 1.2], [-0.3, -0.2, 0.3], [-1.5, -1.0, -0.3], [-1.0, 0.9, -0.3], [0.5, 0.1, 0.1]], "nbo_charge": [-1.0085, -0.7582, -1.0017, 1.8213, -0.0642, 0.2433, 0.2319, 0.2684, 0.2678], "e_tot_ev": -25996.168, "relative_energy_kcal_mol": 40.5, "orbital_gap_ev": 8.89}


[4]
{"formula": "C2H4ClOP", "method": "wB97M-V/def2-TZVPD", "elements": ["C", "C", "O", "P", "Cl", "H", "H", "H", "H"], "xyz": [[-1.1792, -1.1828, -0.3717], [0.0057, 0.8512, 0.9144], [-2.1359, -1.7216, 0.0594], [1.1991, 0.9588, -0.3296], [2.0989, -0.9164, -0.4579], [-0.4843, -1.0113, -1.1893], [-0.4093, 1.7754, 1.1780], [0.4217, 0.4433, 1.8117], [0.4833, 0.8034, -1.6150]], "forces_ev_per_angstrom": [[-2.0, 0.6, 3.6], [-0.1, -2.4, -0.7], [2.3, 0.8, -1.9], [1.0, 0.7, -1.7], [-0.3, -0.1, 0.3], [0.0, -0.3, -0.9], [-1.2, 1.4, -0.1], [0.2, -0.7, 0.4], [0.0, 0.0, 0.9]], "nbo_charge": [0.4855, -0.9328, -0.4300, 0.6482, -0.3307, 0.1846, 0.2211, 0.2259, -0.0717], "e_tot_ev": -25993.674, "relative_energy_kcal_mol": 98.0, "orbital_gap_ev": [8.26, 7.24]}


[5]
{"formula": "C2H4ClOP", "method": "wB97M-V/def2-TZVPD", "elements": ["C", "C", "O", "P", "Cl", "H", "H", "H", "H"], "xyz": [[1.0098, -0.4047, -1.8201], [-0.7641, 0.3635, 1.5103], [0.2113, -0.0685, 0.5579], [-0.3595, -0.3711, -0.9370], [1.0295, -0.6150, -3.5360], [1.9020, -0.2710, -1.1947], [-0.6710, 1.3974, 1.7621], [-0.5482, -0.1051, 2.3904], [-1.8098, 0.0745, 1.2671]], "forces_ev_per_angstrom": [[6.5, -0.1, -2.9], [-1.0, -0.1, -1.4], [0.6, 0.6, -0.1], [-7.9, -0.2, 2.5], [0.0, 0.3, 1.6], [0.4, -0.2, -1.1], [0.0, 0.9, -0.6], [0.7, -1.6, 2.4], [0.7, 0.4, -0.3]], "nbo_charge": [-0.6432, -0.2516, -0.7607, 0.7840, 0.0820, 0.2244, 0.1890, 0.1857, 0.1903], "e_tot_ev": -25993.244, "relative_energy_kcal_mol": 22.3, "s_squared": 2.008, "spin_multiplicity": 3, "orbital_gap_ev": [6.81, 7.58]}


[6]
{"formula": "C2H4ClP", "method": "wB97M-V/def2-TZVPD", "elements": ["Cl", "P", "C", "C", "H", "H", "H", "H"], "xyz": [[0.0401, -3.1595, 0.2829], [0.8288, -1.6764, -0.7924], [-0.4593, -0.1385, -0.5941], [0.6974, -0.1566, 0.3813], [-1.4482, -0.1382, -0.0809], [-0.4651, 0.5369, -1.5776], [1.4172, 0.6097, 0.2115], [0.5243, -0.4350, 1.3711]], "forces_ev_per_angstrom": [[-0.6, -0.9, 0.9], [-1.0, 3.2, -0.2], [0.3, 0.1, -0.9], [-0.1, -0.3, -3.0], [0.7, -0.7, -0.9], [0.4, -1.4, 2.5], [0.8, 0.2, 0.2], [-0.5, -0.2, 1.5]], "nbo_charge": [-0.2912, 0.6366, -0.6327, -0.6482, 0.2386, 0.2386, 0.2257, 0.2327], "e_tot_ev": -23949.246, "relative_energy_kcal_mol": 5.6, "smiles": "ClP1CC1", "orbital_gap_ev": 10.35}


[7]
{"formula": "C2H4ClP", "method": "wB97M-V/def2-TZVPD", "elements": ["C", "C", "P", "Cl", "H", "H", "H", "H"], "xyz": [[-1.1551, 0.2496, 0.1124], [0.2441, -0.2742, -0.1869], [1.6011, 0.7577, 0.0407], [3.1715, -0.4939, 0.0300], [-1.3502, 0.3009, 1.1916], [-1.8253, -0.4612, -0.3594], [-1.2048, 1.1691, -0.5120], [0.5187, -1.2479, -0.3165]], "forces_ev_per_angstrom": [[1.0, -0.5, -1.7], [1.8, 4.0, 1.7], [-2.5, -0.3, -0.3], [0.8, -0.7, -0.2], [0.0, 0.4, -0.5], [-0.5, 0.0, 0.2], [-0.6, -0.1, 1.2], [0.0, -2.8, -0.4]], "nbo_charge": [-0.6694, -0.5643, 0.6393, -0.3015, 0.2361, 0.2215, 0.2314, 0.2069], "e_tot_ev": -23949.320, "relative_energy_kcal_mol": 3.9, "smiles": "C/C=P/Cl", "orbital_gap_ev": 9.07}


[8]
{"formula": "C2H4ClPS2", "method": "wB97M-V/def2-TZVPD", "elements": ["S", "C", "C", "P", "S", "Cl", "H", "H", "H", "H"], "xyz": [[3.0622, 0.2721, 0.2924], [1.6647, 0.0373, -0.3967], [0.3657, 0.2452, 0.3360], [-1.0905, -0.3701, -0.5852], [-2.7416, 0.3566, 0.4836], [-0.8887, -2.2302, -0.0004], [1.5954, -0.3660, -1.4356], [0.6499, -0.3653, 1.2156], [0.4447, 1.2709, 0.6102], [-3.0616, 1.1494, -0.5198]], "forces_ev_per_angstrom": [[1.4, 0.3, 0.3], [-1.0, -0.8, -1.8], [1.6, -1.1, 0.5], [0.2, 2.0, -1.1], [0.1, -0.3, 0.8], [-0.1, -2.1, 0.6], [0.1, 0.4, 0.6], [-1.1, 0.5, 0.2], [-0.8, 1.0, 0.4], [-0.3, 0.3, -0.5]], "nbo_charge": [0.0882, -0.2708, -0.8610, 0.6864, -0.2732, -0.2578, 0.1988, 0.2709, 0.2718, 0.1468], "e_tot_ev": -45620.248, "relative_energy_kcal_mol": 24.0, "smiles": "S=CCP(S)Cl", "orbital_gap_ev": 8.58}


Which formula does entry 3 have?
C2H4ClOP